No. 1
# C35H35FN6O3S

A cluster of 5 separate species, C35H35FN6O3S in total in a non-equilibrium geometry (ωB97M-V with the def2-TZVPD basis set, the Open Molecules 2025 dataset).

```
81
C35H35FN6O3S (ωB97M-V with the def2-TZVPD basis set)
C 6.30684 1.77469 0.67074
C 5.03779 1.11083 -0.05844
C 4.25983 2.09862 -1.09969
C 3.61329 1.09903 -2.21259
N 2.87458 0.39229 -2.87673
C 3.06325 2.89097 -0.29774
F 3.48409 3.01466 1.10337
C 2.90196 4.42557 -0.80348
N 2.77348 5.60322 -1.08445
C 1.66489 2.08868 -0.25521
C 0.64299 2.43910 -1.44250
O 0.94314 2.81038 -2.61272
C -0.94408 2.24868 -1.12968
C -1.42748 1.37510 0.11405
C -3.01393 1.17919 0.35222
C -4.10950 1.81988 -0.60742
C -3.61527 2.69432 -1.81404
C -2.05457 2.89936 -2.07008
S 5.39252 3.23511 -2.05454
C 6.76070 2.12445 -2.73076
O 4.73590 3.82126 -3.30725
O 6.04379 4.31221 -1.22307
H 6.70254 0.97661 1.42190
H 5.98892 2.66844 1.34258
H 7.18937 2.02599 -0.01120
H 5.40942 0.21634 -0.70207
H 4.28658 0.65159 0.69528
H 1.14188 2.41508 0.73255
H 1.81673 0.94101 -0.13408
H -0.66298 0.88013 0.83271
H -3.41477 0.55336 1.23648
H -5.23631 1.67779 -0.48596
H -4.31201 3.19989 -2.57241
H -1.65658 3.53410 -2.95391
H 6.45102 1.02244 -2.78561
H 6.99521 2.45431 -3.81384
H 7.74989 2.28483 -2.14330
N -1.60738 -1.16066 3.20328
C -1.62773 0.07080 3.74491
C -2.20559 0.36474 4.96965
C -2.80273 -0.66708 5.67905
C -2.79897 -1.94689 5.14382
C -2.19208 -2.14073 3.91388
H -1.15193 0.84484 3.15098
H -2.18948 1.37529 5.35888
H -3.26670 -0.47560 6.64074
H -3.25658 -2.77524 5.67052
H -2.16067 -3.12453 3.45585
N -6.40167 -0.23117 -1.00380
C -7.64063 -0.40922 -0.51234
C -8.23183 -1.65083 -0.34545
C -7.50614 -2.77669 -0.70976
C -6.22588 -2.61938 -1.22214
C -5.72423 -1.33380 -1.34662
H -8.16762 0.50142 -0.24498
H -9.23316 -1.73614 0.05849
H -7.93430 -3.76701 -0.59556
H -5.63159 -3.47533 -1.51765
H -4.72770 -1.15824 -1.73850
N 3.68371 -1.11255 2.14337
C 2.45756 -1.32247 2.64092
C 1.90002 -2.57432 2.81655
C 2.64873 -3.68549 2.45711
C 3.92382 -3.50055 1.93826
C 4.39279 -2.20294 1.80229
H 1.90724 -0.42488 2.90532
H 0.90212 -2.67885 3.22435
H 2.24382 -4.68454 2.57850
H 4.53730 -4.34362 1.64529
H 5.38287 -2.00496 1.40289
N -2.51085 -2.05988 -1.85209
C -2.76308 -2.54501 -3.08028
C -1.80272 -2.67444 -4.06987
C -0.50612 -2.27559 -3.77986
C -0.22137 -1.76816 -2.52033
C -1.25362 -1.68438 -1.59912
H -3.79302 -2.83875 -3.25913
H -2.06159 -3.07526 -5.04223
H 0.27495 -2.35867 -4.52811
H 0.77948 -1.44558 -2.25996
H -1.08060 -1.29795 -0.59977
```

relative energy (zero: lowest compared OMol25 entry of this formula, charge and spin): 546.7 kJ/mol
frontier orbital gap: 8.38 eV
lowest unoccupied orbital energy: -0.248 eV


No. 2
# C35H35FeN6O3PS

A structure of composition C35H35FeN6O3PS in a non-equilibrium geometry (ωB97M-V with the def2-TZVPD basis set, the Open Molecules 2025 dataset).

```
82
C35H35FeN6O3PS (ωB97M-V with the def2-TZVPD basis set)
Fe -0.59589 1.12154 -0.32131
C -0.55429 4.83024 -3.00601
C -1.22739 3.92184 -1.99961
O -0.90459 2.67384 -2.03141
C -2.13909 4.47384 -1.13161
C -2.75129 3.81704 -0.04161
C -3.83219 4.53264 0.72009
N -2.39509 2.62174 0.34289
N -3.04779 2.09594 1.39349
C -2.50039 1.04094 1.93619
O -1.40089 0.53674 1.53459
C -3.20279 0.44414 3.08489
C -2.46149 -0.19546 4.07099
C -3.10029 -0.75866 5.15669
C -4.48119 -0.71706 5.24449
C -5.22199 -0.08236 4.25949
C -4.58599 0.51834 3.19039
H -0.22949 4.26894 -3.87871
H 0.31921 5.28674 -2.54381
H -1.22229 5.62454 -3.32231
H -2.39519 5.51264 -1.26961
H -4.03769 5.51074 0.29739
H -3.54309 4.64024 1.76439
H -4.72999 3.91604 0.69779
H -1.38779 -0.23306 3.97179
H -2.52609 -1.24046 5.93349
H -4.97719 -1.17326 6.08799
H -6.29819 -0.05336 4.32749
H -5.13119 1.03934 2.41849
O -2.99289 0.92374 -2.00071
N -2.12789 -0.08486 -1.59821
C -2.71899 -1.13526 -1.15241
C -2.03589 -2.37296 -0.86381
C -2.81499 -3.53936 -0.82641
C -2.24349 -4.78806 -0.71301
C -0.86379 -4.90396 -0.61691
C -0.08639 -3.76396 -0.59031
C -0.64399 -2.49566 -0.70741
P 0.48021 -1.04496 -0.63591
C 1.55341 -1.62196 0.73929
C 2.61481 -2.52026 0.64549
C 3.23621 -2.98026 1.79499
C 2.81481 -2.55796 3.04519
C 1.77771 -1.64526 3.14219
C 1.15791 -1.17516 1.99859
C 1.46441 -1.42186 -2.12081
C 2.83711 -1.19236 -2.16941
C 3.56371 -1.53656 -3.29471
C 2.92781 -2.08446 -4.39691
C 1.55361 -2.26446 -4.37881
C 0.82761 -1.92936 -3.25201
H -2.40189 1.68714 -2.19761
H -3.80639 -1.14416 -1.07231
H -3.88749 -3.44896 -0.92571
H -2.86479 -5.67196 -0.70881
H -0.39509 -5.87496 -0.56841
H 0.98371 -3.86186 -0.49601
H 2.96101 -2.87566 -0.31711
H 4.05511 -3.68086 1.70939
H 3.28951 -2.94546 3.93619
H 1.44751 -1.30456 4.11319
H 0.34441 -0.46746 2.07179
H 3.33961 -0.76596 -1.31331
H 4.63491 -1.39226 -3.31161
H 3.50611 -2.36796 -5.26361
H 1.05701 -2.69376 -5.23791
H -0.24329 -2.07396 -3.23121
C 5.76851 0.14374 0.63649
C 5.10741 1.48744 0.95199
C 3.90431 1.67944 0.10669
N 2.69351 1.50854 0.46279
N 1.78221 1.70554 -0.49431
C 2.30381 2.02164 -1.65161
N 1.60061 2.18234 -2.76751
S 4.06181 2.13394 -1.60011
H 6.65721 0.00564 1.24539
H 6.06511 0.10554 -0.40961
H 5.07341 -0.66846 0.83799
H 5.81481 2.29764 0.75319
H 4.80141 1.51704 1.99899
H 0.57921 2.32804 -2.62631
H 2.04721 2.59534 -3.56601
```

relative energy (zero: lowest compared OMol25 entry of this formula, charge and spin): 92.9 kJ/mol
⟨S²⟩: 6.01
frontier orbital gap (spin up / spin down): 6.45 / 6.32 eV
lowest unoccupied orbital energy (spin up / spin down): -0.011 / -0.152 eV
2S+1: 5


No. 3
# C35H35N2O3PbSSb2

A structure of composition C35H35N2O3PbSSb2 in a non-equilibrium geometry (ωB97M-V with the def2-TZVPD basis set, the Open Molecules 2025 dataset).

```
79
C35H35N2O3PbSSb2 (ωB97M-V with the def2-TZVPD basis set)
Pb 14.11778 -10.97435 -3.87766
C 17.62438 -13.41026 -7.37152
C 16.75495 -14.55624 -7.94130
C 16.26231 -15.58426 -6.89689
Sb 15.27937 -14.93458 -5.11823
C 14.62154 -16.78838 -4.21600
C 15.05420 -17.29750 -3.01457
C 14.47457 -18.41116 -2.43472
C 13.59084 -19.20520 -3.24045
C 13.17767 -18.71185 -4.45079
C 13.68864 -17.45769 -4.90112
C 13.46387 -14.18836 -6.06899
C 12.58905 -13.35237 -5.46726
C 11.83213 -12.40704 -6.19129
C 11.92354 -12.45462 -7.56366
C 12.61330 -13.47690 -8.23130
C 13.39614 -14.34918 -7.48460
Sb 16.81398 -11.64979 -6.32807
C 16.84488 -10.33564 -8.05008
C 18.11486 -9.97893 -8.53819
C 18.18398 -9.38715 -9.74572
C 17.06400 -9.25500 -10.60313
C 15.82224 -9.79459 -10.21197
C 15.79341 -10.37945 -8.91740
C 18.52584 -10.86734 -5.41846
C 18.48250 -9.56428 -4.94369
C 19.45458 -9.10157 -4.09014
C 20.59930 -9.85515 -3.76342
C 20.65736 -11.11278 -4.32909
C 19.63575 -11.61152 -5.15315
H 18.30105 -12.96246 -8.04263
H 18.27479 -13.86829 -6.61452
H 17.29176 -15.07760 -8.74168
H 15.91646 -14.08765 -8.43411
H 17.14045 -16.23157 -6.59484
H 15.59226 -16.35562 -7.39111
H 15.99771 -16.99127 -2.52777
H 14.67873 -18.70181 -1.44210
H 13.24253 -20.11932 -2.77311
H 12.39876 -19.21010 -5.07112
H 13.33134 -17.08035 -5.84916
H 12.50946 -13.37599 -4.39232
H 11.21043 -11.66692 -5.69652
H 11.40797 -11.72081 -8.17653
H 12.39146 -13.67016 -9.28443
H 13.97686 -15.12346 -7.98920
H 19.05127 -9.86781 -7.94364
H 19.14113 -9.11193 -10.22842
H 17.19158 -8.66015 -11.51683
H 14.92197 -9.76623 -10.85982
H 14.88384 -10.83961 -8.50017
H 17.61278 -8.95805 -5.09437
H 19.40251 -8.07616 -3.70145
H 21.31932 -9.39347 -3.08383
H 21.54796 -11.77288 -4.19824
H 19.61974 -12.58400 -5.53452
O 16.54064 -11.28259 -2.36818
C 16.44052 -10.48003 -1.21496
C 16.51223 -11.01191 0.08114
C 16.42736 -10.18508 1.17383
C 16.44317 -8.80144 0.97191
C 16.33094 -8.24999 -0.27805
C 16.32938 -9.12405 -1.41788
C 16.27335 -8.50215 -2.81563
O 16.83675 -7.37492 -2.91491
O 15.49517 -9.04092 -3.69016
H 16.86470 -12.14032 -2.14328
H 16.80096 -12.06795 0.25105
H 16.45881 -10.64602 2.15515
H 16.40742 -8.12161 1.84571
H 16.21196 -7.16642 -0.52333
N 12.43278 -10.91254 -0.93877
C 12.26722 -12.07807 -1.56509
N 11.00594 -12.57798 -1.60796
S 13.64309 -13.00964 -2.20792
H 11.62178 -10.35962 -0.62144
H 13.40939 -10.68056 -0.74190
H 10.25961 -11.97058 -1.27235
H 10.77658 -13.51647 -1.92113
```

frontier orbital gap: 6.39 eV
total charge: +1
lowest unoccupied orbital energy: -4.006 eV


No. 4
# C35H35N2O5S

The ion C35H35N2O5S with charge -1 in a non-equilibrium geometry (ωB97M-V with the def2-TZVPD basis set, the Open Molecules 2025 dataset).

```
78
C35H35N2O5S (ωB97M-V with the def2-TZVPD basis set)
C 3.72926 0.46126 3.00899
C 2.84696 0.76285 4.05615
C 1.57903 1.28732 3.78848
C 1.16677 1.40197 2.45828
S -0.41736 2.13869 1.99186
C -1.49017 0.74437 1.31977
C -2.82140 0.95317 2.11328
C -3.46569 -0.19678 2.57237
C -4.83465 -0.21428 2.80394
C -5.51483 1.00282 2.88164
C -6.92893 0.98773 3.17965
N -8.08209 0.94081 3.39475
C -4.82307 2.20610 2.70228
C -3.46123 2.17426 2.38435
O -0.90558 2.74266 3.19439
O -0.11024 2.95443 0.81666
C 2.04483 1.12034 1.41223
C 3.32727 0.65182 1.68024
H 4.73122 0.09833 3.21885
H 3.15323 0.61348 5.08735
H 0.91634 1.62660 4.58434
H -0.96189 -0.09536 1.80650
H -2.88609 -1.11560 2.71006
H -5.35528 -1.16639 2.98401
H -5.33930 3.16217 2.87155
H -2.94986 3.13755 2.37975
H 1.73077 1.32469 0.38764
H 3.99542 0.46844 0.84064
C 3.50793 3.05140 -1.48004
C 2.54670 2.52028 -2.54671
C 1.59860 3.66671 -2.92636
C 3.35261 2.16452 -3.80336
C 1.75847 1.30134 -2.00097
C 0.41958 1.33890 -1.65144
C -0.23291 0.22100 -1.09900
C -1.51225 0.36894 -0.19783
C -2.46091 -0.83935 -0.52289
C -2.14538 -1.99935 0.19207
C -3.01279 -3.06760 0.29543
C -4.17680 -3.04681 -0.47698
N -5.09362 -4.14351 -0.29434
O -6.11877 -4.22222 -1.00492
O -4.85236 -4.99533 0.59975
C -4.49847 -1.95930 -1.30359
C -3.62942 -0.86586 -1.34875
C 0.40378 -1.02968 -1.26022
C 1.77511 -1.15238 -1.43904
C 2.53846 -2.47004 -1.31680
C 3.33704 -2.77810 -2.60186
C 1.57728 -3.64435 -1.07595
C 3.51829 -2.43607 -0.13158
C 2.52265 0.06730 -1.72148
O 3.78109 0.09075 -1.63981
H 4.23282 2.27808 -1.22647
H 4.03269 3.93603 -1.85849
H 2.95335 3.32227 -0.57664
H 0.86232 3.33369 -3.68149
H 1.06808 4.05392 -2.03665
H 2.18785 4.49878 -3.36268
H 2.68970 1.77596 -4.58122
H 3.85050 3.06334 -4.18785
H 4.10669 1.41521 -3.56893
H -0.11445 2.27844 -1.70466
H -1.98759 1.31774 -0.51083
H -1.23838 -2.01120 0.77461
H -2.79850 -3.91161 0.93938
H -5.41103 -2.02495 -1.90082
H -3.91051 -0.00876 -1.96405
H -0.16870 -1.95397 -1.11571
H 4.09553 -2.00423 -2.76202
H 3.83782 -3.75853 -2.52201
H 2.65868 -2.80299 -3.46653
H 1.03989 -3.50811 -0.12076
H 0.84775 -3.72835 -1.90120
H 2.12957 -4.60461 -1.01640
H 2.96827 -2.20620 0.79006
H 4.02283 -3.40845 -0.01567
H 4.26748 -1.65618 -0.29625
```

frontier orbital gap: 4.82 eV
total charge: -1
lowest unoccupied orbital energy: 1.040 eV


Electronic energy values, unit hartree, following the record order: -2406.6073, -3912.2205, -2761.1635, -2238.5227.